95
Properties=species:S:1:pos:R:3 method="wB97M-V/def2-TZVPD" gap_ev=4.78 e_above_lowest_ev=1.176 homo_ev=-8.685 lumo_energy_ha=-0.14352 energy_ha=-3387.1751
C -4.72 -0.90 2.71
C -3.28 -1.41 2.31
C -2.27 -0.72 3.10
C -2.13 -1.15 4.62
C -1.75 -2.58 4.53
C -2.76 -3.50 3.79
N -3.30 -2.90 2.67
O -3.44 -3.65 1.62
C -3.95 -3.90 4.70
C -1.96 -4.77 3.38
C -3.09 -1.15 0.76
H -4.99 -0.96 3.81
H -5.31 -1.59 2.27
H -4.99 -0.05 2.48
H -2.37 0.45 3.07
H -1.26 -0.77 2.65
H -3.19 -0.97 5.24
H -1.38 -0.47 4.82
H -1.36 -2.87 5.54
H -0.79 -2.80 4.06
H -3.73 -4.22 5.63
H -4.41 -4.50 4.12
H -4.75 -3.07 4.68
H -2.49 -5.72 2.98
H -1.48 -5.24 4.22
H -1.04 -4.66 2.60
H -3.01 -0.13 0.59
H -3.91 -1.60 0.07
H -2.08 -1.62 0.73
B -0.63 1.71 -0.09
F -1.33 1.03 -1.05
F -1.09 2.87 0.32
F -0.61 0.80 1.07
F 0.69 1.93 -0.39
C -0.33 6.93 -1.11
C 0.32 6.99 0.25
O 0.52 8.05 0.80
C 0.56 5.62 1.00
H -0.37 7.77 -1.48
H -1.31 6.40 -1.07
H 0.12 6.47 -1.81
H -0.33 5.02 1.49
H 1.47 5.58 1.58
H 1.03 4.97 0.25
C 5.75 -2.13 1.01
O 5.60 -1.29 -0.13
P 4.71 -1.69 -1.40
O 3.75 -2.70 -1.00
O 4.00 -0.36 -2.09
C 3.32 0.65 -1.35
O 5.69 -2.28 -2.51
C 5.17 -2.81 -3.60
H 6.19 -1.70 2.03
H 6.51 -2.81 0.69
H 4.73 -2.53 1.30
H 3.95 1.19 -0.66
H 2.53 0.13 -0.84
H 2.99 1.40 -2.03
H 5.84 -2.47 -4.51
H 3.96 -2.32 -3.85
H 5.05 -3.88 -3.72
C 0.43 -1.73 -1.31
O 0.75 -2.99 -0.62
P 1.27 -2.98 0.91
O 0.14 -3.00 1.76
O 2.00 -4.42 1.18
C 2.07 -5.54 0.17
O 2.24 -1.73 1.18
C 2.03 -0.80 2.22
H 0.67 -0.84 -0.70
H -0.62 -1.73 -1.76
H 1.01 -1.75 -2.15
H 2.80 -6.32 0.59
H 2.32 -4.90 -0.78
H 0.88 -5.83 -0.04
H 3.09 -0.75 2.76
H 1.26 -1.31 2.63
H 1.73 0.09 1.94
C -2.83 3.97 -3.07
O -2.51 4.21 -4.41
P -1.02 4.03 -5.03
O -0.11 5.08 -4.39
O -0.48 2.52 -4.64
C 0.34 2.40 -3.49
O -1.24 4.20 -6.57
C -0.72 5.32 -7.21
H -2.11 4.35 -2.35
H -2.44 3.00 -2.91
H -3.78 4.19 -2.99
H -0.18 2.87 -2.67
H 1.22 3.01 -3.75
H 0.44 1.44 -3.25
H 0.23 5.27 -6.98
H -1.00 6.30 -6.94
H -1.14 5.26 -8.18

86
Properties=species:S:1:pos:R:3 method="wB97M-V/def2-TZVPD" gap_ev=7.65 homo_ev=-8.020 smiles=OP(O)BCCCCCCCSc1nnco1.COC[C@@H](C)N.COC[C@@H](C)N.COC[C@@H](C)N lumo_energy_ha=-0.01365 energy_ha=-2320.2480
O -3.98 5.94 3.64
P -4.37 4.88 2.44
O -3.71 5.62 1.12
B -3.09 3.43 2.77
C -1.54 3.58 2.86
C -0.71 2.40 3.40
C -1.04 1.01 2.84
C -1.55 0.00 3.88
C -2.72 0.44 4.74
C -3.02 -0.60 5.83
C -2.17 -0.46 7.09
S -2.53 1.11 7.90
C -1.14 1.21 8.93
N -0.31 0.26 9.23
N 0.65 0.86 10.06
C 0.30 2.09 10.18
O -0.84 2.40 9.49
H -4.77 5.99 4.19
H -3.61 4.98 0.40
H -3.59 2.35 2.87
H -1.35 4.46 3.48
H -1.19 3.86 1.86
H -0.73 2.36 4.49
H 0.32 2.62 3.15
H -0.10 0.59 2.48
H -1.69 1.04 1.96
H -1.79 -0.93 3.37
H -0.71 -0.21 4.55
H -2.54 1.42 5.20
H -3.63 0.55 4.16
H -2.81 -1.58 5.40
H -4.09 -0.62 6.07
H -1.12 -0.53 6.84
H -2.41 -1.25 7.79
H 0.78 2.89 10.72
C -2.67 0.57 -0.72
O -1.26 0.64 -0.87
C -0.61 -0.60 -1.07
C -0.60 -1.09 -2.52
C -1.93 -1.69 -2.98
N -0.21 -0.04 -3.46
H -2.97 -0.34 -0.19
H -3.18 0.62 -1.68
H -2.98 1.44 -0.13
H 0.43 -0.43 -0.76
H -1.02 -1.36 -0.39
H 0.15 -1.88 -2.57
H -2.68 -0.92 -3.16
H -1.79 -2.23 -3.91
H -2.32 -2.38 -2.23
H 0.72 0.29 -3.21
H -0.80 0.77 -3.29
C 3.73 -6.07 -2.20
O 3.02 -5.97 -0.98
C 3.52 -5.01 -0.06
C 3.02 -3.58 -0.31
C 3.71 -2.88 -1.48
N 1.57 -3.53 -0.52
H 4.80 -5.90 -2.05
H 3.35 -5.37 -2.94
H 3.58 -7.08 -2.58
H 3.16 -5.33 0.92
H 4.61 -5.04 -0.03
H 3.24 -3.01 0.59
H 3.36 -3.25 -2.44
H 3.50 -1.81 -1.45
H 4.79 -3.01 -1.43
H 1.10 -3.90 0.30
H 1.34 -4.19 -1.26
C 2.49 -0.45 -8.41
O 1.78 -0.29 -7.20
C 2.30 0.67 -6.31
C 1.85 2.11 -6.60
C 2.57 2.76 -7.77
N 0.40 2.19 -6.82
H 3.57 -0.32 -8.26
H 2.14 0.24 -9.18
H 2.32 -1.46 -8.77
H 1.91 0.40 -5.32
H 3.39 0.60 -6.26
H 2.08 2.70 -5.70
H 2.22 2.38 -8.73
H 2.39 3.84 -7.77
H 3.65 2.60 -7.71
H -0.08 1.85 -5.99
H 0.16 1.52 -7.54

92
Properties=species:S:1:pos:R:3 method="wB97M-V/def2-TZVPD" gap_ev=5.70 e_above_lowest_ev=4.050 homo_ev=-7.227 lumo_energy_ha=-0.05604 energy_ha=-7102.9375
Cu 0.62 0.57 0.69
Br 2.64 3.72 0.94
C 3.18 -0.77 5.28
O 2.34 -0.65 4.44
N 3.73 -1.91 5.67
C 4.54 -1.95 6.87
C 3.44 -3.17 5.07
H 3.53 0.07 5.89
H 5.56 -2.30 6.71
H 4.02 -2.49 7.67
H 4.66 -1.00 7.39
H 3.10 -3.87 5.83
H 2.69 -3.06 4.29
H 4.38 -3.51 4.63
C -0.75 4.07 -4.00
C -0.26 3.00 -4.94
O -1.24 1.97 -5.11
P -1.89 1.20 -3.81
O -0.99 0.91 -2.69
O -3.21 2.07 -3.47
C -3.90 2.78 -4.48
C -5.00 1.87 -4.99
O -2.43 -0.13 -4.56
C -2.53 -1.39 -3.95
C -2.25 -2.39 -5.09
H 0.06 4.79 -3.88
H -1.68 4.50 -4.37
H -0.94 3.72 -2.98
H -0.19 3.43 -5.94
H 0.73 2.69 -4.61
H -4.32 3.71 -4.09
H -3.26 3.08 -5.31
H -5.50 1.43 -4.13
H -5.78 2.36 -5.56
H -4.57 1.06 -5.59
H -1.77 -1.48 -3.17
H -3.50 -1.59 -3.50
H -3.15 -2.44 -5.71
H -1.46 -2.05 -5.76
H -2.07 -3.41 -4.75
C -2.93 1.36 6.61
C -2.46 0.85 5.25
O -3.70 0.73 4.49
P -3.61 0.91 2.88
O -2.62 0.11 2.18
O -3.49 2.56 2.81
C -3.29 3.38 1.68
C -4.48 4.24 1.35
O -5.18 0.58 2.50
C -5.82 1.03 1.32
C -6.68 -0.17 0.82
H -3.53 0.57 7.08
H -2.07 1.48 7.27
H -3.56 2.25 6.61
H -1.73 1.54 4.84
H -1.94 -0.10 5.36
H -2.47 4.10 1.77
H -2.90 2.79 0.85
H -4.14 5.09 0.74
H -5.29 3.82 0.76
H -4.85 4.64 2.29
H -6.51 1.85 1.52
H -5.15 1.26 0.49
H -7.42 -0.31 1.60
H -7.16 0.06 -0.13
H -6.06 -1.05 0.68
C 6.64 0.01 0.47
C 5.50 -1.03 0.61
O 5.48 -1.82 -0.56
P 4.11 -2.48 -1.15
O 2.83 -2.02 -0.39
O 4.06 -1.97 -2.74
C 3.74 -0.61 -3.13
C 5.13 -0.14 -3.72
O 4.50 -4.07 -1.27
C 4.13 -4.92 -0.13
C 3.64 -6.26 -0.70
H 6.28 0.91 -0.03
H 7.09 0.33 1.41
H 7.46 -0.29 -0.18
H 5.71 -1.73 1.42
H 4.54 -0.66 0.98
H 3.09 -0.66 -4.01
H 3.37 -0.09 -2.25
H 5.45 -0.74 -4.56
H 5.20 0.89 -4.08
H 5.94 -0.34 -3.02
H 4.91 -5.00 0.63
H 3.33 -4.49 0.47
H 4.27 -6.61 -1.52
H 3.42 -7.08 -0.02
H 2.63 -6.15 -1.10

89
Properties=species:S:1:pos:R:3 method="wB97M-V/def2-TZVPD" gap_ev=7.19 homo_ev=-11.307 total_charge=+1 lumo_energy_ha=-0.15132 energy_ha=-5311.2284
C 4.68 -2.13 -3.65
C 3.31 -2.38 -4.51
O 2.06 -2.13 -3.77
C 1.31 -1.00 -4.41
C -0.04 -0.65 -3.57
N -1.33 -1.28 -4.13
C -2.00 -0.21 -4.96
C -1.22 0.21 -6.34
O -0.18 1.27 -6.14
C -1.11 -2.60 -4.82
C -2.44 -3.48 -5.17
C -1.88 -5.02 -5.53
Br -3.38 -2.89 -6.88
P -2.37 -1.44 -2.65
O -3.92 -1.50 -2.98
H 4.50 -1.93 -2.49
H 5.44 -3.05 -3.69
H 5.32 -1.19 -4.03
H 3.34 -1.68 -5.44
H 3.29 -3.54 -4.79
H 1.17 -1.15 -5.56
H 2.05 -0.06 -4.30
H -0.12 0.51 -3.42
H 0.08 -1.12 -2.48
H -2.09 0.78 -4.31
H -3.13 -0.47 -5.25
H -0.78 -0.68 -6.96
H -2.04 0.73 -7.04
H 0.59 0.93 -6.73
H -0.50 -2.52 -5.85
H -0.42 -3.26 -4.11
H -3.20 -3.64 -4.29
H -1.16 -5.44 -4.71
H -1.34 -4.90 -6.59
H -2.82 -5.71 -5.73
H -2.16 -0.17 -1.93
H -1.90 -2.48 -1.76
O 2.34 5.21 -0.20
P 1.89 3.73 -0.18
O 0.29 4.10 -0.38
C -0.13 4.55 -1.66
C -0.15 3.42 -2.66
O 1.92 3.66 1.48
C 3.06 4.16 2.16
C 2.68 5.45 2.88
O 1.39 2.07 -0.17
C 0.69 1.43 0.89
C -0.77 1.81 0.98
H 0.51 5.37 -2.00
H -1.15 4.95 -1.54
H 0.86 3.04 -2.84
H -0.56 3.76 -3.62
H -0.75 2.59 -2.30
H 3.90 4.32 1.48
H 3.37 3.41 2.89
H 2.24 6.18 2.19
H 3.55 5.90 3.36
H 1.92 5.25 3.64
H 1.20 1.55 1.85
H 0.74 0.36 0.66
H -0.89 2.83 1.37
H -1.30 1.14 1.66
H -1.25 1.77 0.00
O -0.10 -0.20 4.25
P -0.37 -1.34 5.25
O -1.85 -0.76 5.70
C -2.92 -0.89 4.78
C -3.38 -2.33 4.68
O 0.55 -0.62 6.44
C 1.83 -0.11 6.10
C 1.80 1.40 6.11
O -0.66 -2.63 6.38
C -0.64 -2.51 7.80
C -1.85 -1.80 8.37
H -2.62 -0.51 3.80
H -3.74 -0.27 5.14
H -2.59 -2.97 4.27
H -4.26 -2.41 4.03
H -3.64 -2.73 5.66
H 2.17 -0.50 5.13
H 2.54 -0.47 6.85
H 1.01 1.79 5.45
H 2.75 1.82 5.78
H 1.57 1.77 7.11
H 0.30 -2.06 8.15
H -0.63 -3.53 8.18
H -1.82 -0.73 8.17
H -1.88 -1.93 9.46
H -2.77 -2.20 7.94

120
Properties=species:S:1:pos:R:3 method="wB97M-V/def2-TZVPD" gap_ev=7.44 homo_ev=-5.538 total_charge=-3 lumo_energy_ha=0.06990 energy_ha=-6790.5088
C 1.19 -9.26 7.02
N -0.23 -8.88 6.65
C -0.24 -8.14 5.24
C -1.19 -10.15 6.63
C -0.85 -7.95 7.78
C -0.06 -6.72 8.17
O 1.01 -7.13 8.88
H 1.39 -10.05 6.30
H 1.22 -9.59 8.06
H 1.95 -8.50 6.85
H 0.04 -8.83 4.45
H 0.43 -7.29 5.12
H -1.19 -7.63 5.08
H -0.79 -10.76 5.82
H -2.14 -9.67 6.39
H -1.10 -10.66 7.59
H -0.93 -8.58 8.67
H -1.80 -7.64 7.34
H -0.54 -5.98 8.81
H 0.25 -6.15 7.29
H 1.17 -6.47 9.57
C -5.32 -17.25 8.88
N -5.86 -18.46 9.63
C -6.05 -19.48 8.54
C -4.82 -19.02 10.58
C -7.15 -18.03 10.41
C -8.12 -19.13 10.88
O -8.82 -19.72 9.79
H -4.41 -17.45 8.31
H -5.12 -16.52 9.67
H -5.99 -16.83 8.13
H -5.13 -20.02 8.30
H -6.35 -19.04 7.59
H -6.80 -20.16 8.93
H -4.00 -19.45 9.99
H -5.04 -19.85 11.25
H -4.46 -18.27 11.27
H -7.76 -17.43 9.73
H -6.87 -17.34 11.20
H -8.84 -18.68 11.56
H -7.61 -19.99 11.30
H -9.56 -19.24 9.44
C 10.38 -16.17 9.32
C 10.16 -15.16 10.39
C 10.95 -13.86 10.22
C 10.96 -13.34 8.80
N 11.34 -11.84 8.67
C 11.17 -11.44 7.17
C 12.20 -12.08 6.28
C 13.44 -12.15 7.17
C 12.96 -11.85 8.63
C 10.69 -10.75 9.56
C 9.12 -10.88 9.82
C 8.69 -9.47 10.02
H 9.93 -15.95 8.35
H 9.89 -17.12 9.55
H 11.39 -16.40 9.00
H 10.44 -15.57 11.36
H 9.08 -15.16 10.56
H 11.93 -14.03 10.68
H 10.46 -13.06 10.78
H 9.95 -13.32 8.40
H 11.53 -13.88 8.04
H 11.34 -10.36 7.13
H 10.21 -11.51 6.65
H 12.33 -11.54 5.34
H 11.94 -13.12 6.08
H 14.17 -11.42 6.82
H 13.96 -13.09 7.04
H 13.16 -10.83 8.96
H 13.45 -12.46 9.39
H 10.99 -9.80 9.14
H 11.21 -10.83 10.52
H 8.84 -11.52 10.66
H 8.59 -11.33 8.98
H 7.61 -9.45 10.16
H 8.87 -8.78 9.20
H 9.04 -9.01 10.95
P -8.17 -10.58 10.89
F -9.10 -11.90 11.22
F -9.01 -9.64 11.91
F -7.04 -10.76 12.11
F -7.16 -9.41 10.57
F -7.20 -11.46 9.94
F -9.05 -10.09 9.61
P 2.08 -1.87 14.05
F 2.16 -1.42 12.47
F 1.16 -0.57 14.37
F 0.90 -2.95 13.93
F 2.37 -2.29 15.55
F 3.27 -3.02 13.64
F 3.34 -0.73 14.25
P 6.65 -6.41 3.26
F 7.09 -5.04 2.53
F 5.53 -5.70 4.21
F 5.31 -6.65 2.33
F 6.32 -7.85 4.01
F 7.55 -7.20 2.13
F 7.89 -6.25 4.30
P 2.67 -15.86 9.40
F 1.86 -15.56 8.01
F 1.35 -16.75 9.90
F 3.32 -17.19 8.69
F 3.51 -16.35 10.73
F 3.92 -14.98 8.84
F 1.94 -14.57 10.13
P -2.77 -13.50 -0.36
F -1.70 -13.36 -1.61
F -4.13 -13.44 -1.26
F -2.49 -15.06 -0.55
F -3.75 -13.79 0.87
F -1.44 -13.42 0.65
F -2.94 -11.87 -0.28
P -2.93 -0.77 5.33
F -3.88 -0.88 3.90
F -3.55 -2.20 5.81
F -1.64 -1.46 4.62
F -2.04 -0.62 6.65
F -2.46 0.64 4.72
F -4.14 -0.03 6.11